Here is a single C6H10O molecule from the Open Molecules 2025 dataset. Energies are from ωB97M-V/def2-TZVPD.

Highest occupied orbital energy ... -9.3 eV
Total charge ... 0
Lowest unoccupied orbital energy ... 0.0411 hartree
Relative energy (zero: lowest compared OMol25 entry of this formula, charge and spin) ... 42.10 kcal/mol
HOMO-LUMO gap ... 10.4 eV
SMILES ... CO[C@@H]1[C@@H]2CC[C@@H]21

Atoms and positions in Å:
C  2.24165  0.22275  0.58533
O  1.04882  -0.41837  0.97938
C  0.35523  -0.98336  -0.08866
C  -0.39319  -0.17360  -1.09978
C  -0.95916  1.09155  -0.45627
C  -1.70092  0.21896  0.59139
C  -1.12698  -1.03821  -0.06076
H  2.91096  0.24846  1.44801
H  2.06784  1.25426  0.24976
H  2.74275  -0.31795  -0.22725
H  0.83800  -1.87377  -0.50172
H  -0.28102  -0.34491  -2.16709
H  -1.64604  1.63073  -1.11376
H  -0.21795  1.79703  -0.06599
H  -2.78719  0.28333  0.48714
H  -1.42769  0.37478  1.63866
H  -1.66512  -1.97168  -0.19838

***

Here is a molecular structure, C4H3CdO4 at a distorted geometry from the Open Molecules 2025 dataset. Energies are from ωB97M-V/def2-TZVPD.

Highest occupied orbital energy (alpha / beta) ... -6.5 / -8.3 eV
Total charge ... 0
Lowest unoccupied orbital energy (alpha / beta) ... -0.0644 / -0.0653 hartree
HOMO-LUMO gap (alpha / beta) ... 4.7 / 6.5 eV
2S+1 ... 2

Atoms and positions in Å:
C  -0.31233  -0.09836  -0.27093
C  0.65025  0.74989  0.28605
H  1.72286  0.53956  0.31849
O  1.06352  -2.02960  0.14677
C  -0.06327  -1.46116  -0.34042
O  -0.49744  -2.12844  -1.43031
H  1.43790  -2.63734  -0.50098
O  0.36769  1.87368  1.05845
C  -0.87447  2.48249  0.99477
O  -1.14537  3.17321  1.96808
Cd  -2.15999  1.06755  -0.02555
H  -0.18935  -1.53148  -2.20441

***

Question: Which value of total charge does entry 1 give?
Answer: 0